No. 1
The following is a quantum chemistry calculation of the ion C3H11N5O2 with charge +2 at a distorted geometry, from the OMol25 dataset.

Relative energy (zero: lowest compared OMol25 entry of this formula, charge and spin) in kcal/mol: 6.4
HOMO energy (spin up / spin down) in eV: -17.0 / -17.0
Total charge: +2
Gap between HOMO and LUMO (spin up / spin down) in eV: 7.82 / 7.82

Bonds (Å) are listed after each position.
Geometry (Å):
1 H -0.208 -3.410 0.690  N20 1.018
2 C -0.449 -0.326 0.208  N4 1.346, N6 1.356, C7 1.497
3 H 2.674 -0.716 -0.589  N9 1.034
4 N 0.773 -0.027 -0.271  C2 1.346, N9 1.310, C13 1.771
5 H -0.513 2.409 0.974  N8 1.074
6 N -0.830 -1.587 0.529  C2 1.356, H17 0.927, N20 1.421
7 C -1.596 0.614 0.423  C2 1.497, N8 1.325, O11 1.283
8 N -1.375 1.912 0.570  H5 1.074, C7 1.325, H21 0.990
9 N 1.733 -0.915 -0.209  H3 1.034, N4 1.310, H10 1.048
10 H 1.438 -1.872 0.100  N9 1.048
11 O -2.813 0.208 0.431  C7 1.283, H15 0.997
12 H -0.475 -3.015 -0.910  N20 1.045
13 C 1.383 1.466 -1.003  N4 1.771, H16 1.115, O18 1.341, H19 1.184
14 H 2.317 2.445 0.411  O18 0.949
15 H -2.924 -0.738 0.134  O11 0.997
16 H 2.298 1.019 -1.458  C13 1.115
17 H -1.528 -1.809 1.098  N6 0.927
18 O 1.524 2.455 -0.109  C13 1.341, H14 0.949
19 H 0.705 1.968 -1.834  C13 1.184
20 N -0.085 -2.674 -0.003  H1 1.018, N6 1.421, H12 1.045
21 H -2.051 2.592 0.818  N8 0.990

natural (NBO) charges in e: 0.41, 0.25, 0.43, -0.10, 0.47, -0.42, 0.68, -0.70, -0.57, 0.45, -0.54, 0.40, 0.15, 0.52, 0.54, 0.21, 0.40, -0.66, 0.27, -0.65, 0.46


No. 2
The following is a quantum chemistry calculation of a cluster of 13 separate species, C37H106N6O16 in total at a distorted geometry, from the OMol25 dataset.

Relative energy (zero: lowest compared OMol25 entry of this formula, charge and spin) in kcal/mol: 43.7
HOMO energy in eV: -8.5
Total charge: 0
Gap between HOMO and LUMO in eV: 8.64

Bonds (Å) are listed after each position.
Geometry (Å):
1 H -12.948 6.553 -5.887  C93 1.090
2 N -2.566 -3.780 -8.567  C9 1.450, C32 1.474, H105 1.010
3 H 2.133 3.674 -6.759  C98 1.090
4 C -14.887 5.672 -4.604  H20 1.090, H25 1.090, H76 1.090, O96 1.369
5 H -4.598 -1.417 -9.898  C15 1.090
6 C 0.875 -2.658 3.719  H68 1.090, H71 1.090, H87 1.090, O116 1.438
7 H 8.059 -3.203 6.356  C78 1.090
8 H 7.766 -8.362 -0.645  C10 1.090
9 C -3.813 -3.090 -8.835  N2 1.450, C15 1.509, H107 1.090, H112 1.090
10 C 8.607 -7.696 -0.450  H8 1.090, C42 1.558, H67 1.090, H75 1.090
11 H -2.005 0.074 0.513  C129 1.090
12 N 7.115 -6.037 0.338  C42 1.473, H72 1.010, H154 1.010
13 N -11.081 3.819 -5.235  C131 1.473, H142 1.010, C149 1.508
14 H -2.004 -0.366 -11.714  C35 1.090
15 C -3.622 -1.810 -9.610  H5 1.090, C9 1.509, O94 1.443, H102 1.090
16 H -4.260 -7.706 1.278  O130 0.960
17 H 1.024 -6.937 -8.860  C40 1.090
18 H 1.299 11.207 9.106  C163 1.090
19 H 1.413 9.492 6.580  C57 1.090
20 H -15.393 5.581 -3.644  C4 1.090
21 C -5.532 -6.665 2.464  H70 1.090, H86 1.090, O130 1.421, H138 1.090
22 O -9.258 2.925 -2.908  C120 1.447, C136 1.404
23 O 7.684 -4.439 -2.167  C134 1.433, C153 1.437
24 H 5.176 -8.835 11.769  C159 1.090
25 H -15.411 5.208 -5.440  C4 1.090
26 H 5.378 -0.151 0.378  C161 1.090
27 H -0.056 -1.490 -0.131  C46 1.090
28 H 4.161 -7.777 10.123  O118 0.960
29 O 2.939 2.378 8.168  H114 0.960, C151 1.358
30 H -0.597 -9.066 9.496  O51 0.960
31 H 6.137 5.009 -5.591  C53 1.090
32 C -2.901 -5.077 -7.952  N2 1.474, C84 1.547, H119 1.090, H164 1.090
33 H 6.059 4.660 -7.353  C53 1.090
34 H 2.661 1.646 -6.015  N124 1.010
35 C -2.842 -1.042 -11.882  H14 1.090, H48 1.090, O94 1.493, H117 1.090
36 H -0.623 0.076 1.720  C129 1.090
37 H -1.175 -2.896 2.310  C155 1.090
38 H 1.060 3.132 8.081  C151 1.090
39 H -2.225 -0.640 2.014  C129 1.090
40 C 0.279 -6.955 -8.064  H17 1.090, H43 1.090, H52 1.090, O140 1.402
41 H 2.013 12.426 5.857  C45 1.090
42 C 8.255 -6.185 -0.584  C10 1.558, N12 1.473, C134 1.480, H157 1.090
43 H 0.719 -6.466 -7.195  C40 1.090
44 H 7.280 -3.017 -3.492  C153 1.090
45 C 1.630 11.647 6.516  H41 1.090, C57 1.589, N61 1.452, H137 1.090
46 C -0.808 -1.763 0.609  H27 1.090, N85 1.457, C129 1.579, C155 1.515
47 O 0.661 9.998 4.889  C57 1.375, C89 1.420
48 H -3.769 -0.489 -12.037  C35 1.090
49 H -0.039 -3.630 1.231  C155 1.090
50 H 5.584 1.439 -0.095  C161 1.090
51 O -0.171 -8.659 8.738  H30 0.960, C147 1.412
52 H 0.123 -7.960 -7.670  C40 1.090
53 C 5.602 5.197 -6.522  H31 1.090, H33 1.090, H143 1.090, O144 1.398
54 H 6.930 -6.390 -2.202  C134 1.090
55 H 4.543 3.530 -4.926  C77 1.090
56 H 3.633 12.734 10.007  C99 1.090
57 C 1.657 10.223 5.809  H19 1.090, C45 1.589, O47 1.375, H125 1.090
58 H 3.770 11.007 9.736  C99 1.090
59 H 4.183 2.966 -6.581  C77 1.090
60 H 8.693 -6.138 -2.590  C134 1.090
61 N 2.583 11.713 7.609  C45 1.452, H103 1.010, C163 1.443
62 O 0.691 -9.479 0.853  C148 1.381, H150 0.960
63 O 2.497 11.541 11.283  C73 1.486, C99 1.447
64 H -9.416 0.917 -2.194  C136 1.090
65 H 3.634 0.502 1.680  O145 0.960
66 H 5.871 -4.161 -3.253  C153 1.090
67 H 8.941 -7.978 0.548  C10 1.090
68 H 1.065 -3.729 3.782  C6 1.090
69 H -13.009 4.948 -6.487  C93 1.090
70 H -5.806 -7.626 2.899  C21 1.090
71 H -0.067 -2.400 4.203  C6 1.090
72 H 6.407 -5.348 0.128  N12 1.010
73 C 3.539 11.599 12.341  O63 1.486, H74 1.090, H91 1.090, H92 1.090
74 H 4.416 12.209 12.123  C73 1.090
75 H 9.458 -8.032 -1.042  C10 1.090
76 H -14.924 6.721 -4.899  C4 1.090
77 C 3.954 3.716 -5.824  H55 1.090, H59 1.090, C98 1.580, O144 1.428
78 C 8.514 -3.444 7.317  H7 1.090, H113 1.090, H135 1.090, O165 1.416
79 H 1.947 2.625 6.490  C151 1.090
80 H 2.260 4.105 7.504  C151 1.090
81 H -8.960 2.235 -1.103  C136 1.090
82 H -0.548 -8.042 6.843  C147 1.090
83 H -2.133 -6.762 -6.930  C84 1.090
84 C -1.697 -5.901 -7.437  C32 1.547, H83 1.090, O140 1.442, H160 1.090
85 N -1.886 -2.413 -0.125  C46 1.457, H110 1.010, H123 1.010
86 H -4.999 -6.084 3.216  C21 1.090
87 H 1.618 -2.041 4.225  C6 1.090
88 H -9.245 3.448 -6.272  C149 1.090
89 C 0.646 8.668 4.391  O47 1.420, H146 1.090, H152 1.090, H158 1.090
90 H -9.985 1.636 -4.395  C120 1.090
91 H 3.948 10.610 12.548  C73 1.090
92 H 2.976 12.042 13.163  C73 1.090
93 C -12.741 5.523 -5.600  H1 1.090, H69 1.090, O96 1.380, C131 1.481
94 O -2.997 -2.129 -10.871  C15 1.443, C35 1.493
95 H -11.006 5.686 -4.393  C131 1.090
96 O -13.578 5.276 -4.531  C4 1.369, C93 1.380
97 C 1.675 4.435 -4.768  C98 1.516, H109 1.090, H127 1.090, H132 1.090
98 C 2.394 3.496 -5.716  H3 1.090, C77 1.580, C97 1.516, N124 1.440
99 C 3.066 11.803 9.979  H56 1.090, H58 1.090, O63 1.447, C163 1.579
100 H 6.426 -7.630 11.574  C159 1.090
101 H 8.223 -5.337 7.906  O165 0.960
102 H -2.958 -1.121 -9.088  C15 1.090
103 H 3.505 12.096 7.456  N61 1.010
104 H -1.441 -9.554 7.253  C147 1.090
105 H -2.270 -4.009 -9.505  N2 1.010
106 H -10.603 2.105 -1.549  C136 1.090
107 H -4.235 -2.802 -7.872  C9 1.090
108 H 2.323 -8.336 1.127  C148 1.090
109 H 2.107 4.359 -3.770  C97 1.090
110 H -2.426 -3.014 0.481  N85 1.010
111 H 1.601 -8.224 -0.436  C148 1.090
112 H -4.490 -3.741 -9.389  C9 1.090
113 H 7.684 -3.253 7.998  C78 1.090
114 H 3.791 2.784 7.992  O29 0.960
115 H 1.245 1.736 -5.287  N124 1.010
116 O 0.857 -2.119 2.386  C6 1.438, C155 1.455
117 H -2.498 -1.426 -12.842  C35 1.090
118 O 5.103 -7.818 9.943  H28 0.960, C159 1.442
119 H -3.499 -5.750 -8.567  C32 1.090
120 C -9.252 2.432 -4.268  O22 1.447, H90 1.090, H126 1.090, C149 1.552
121 H 6.554 -9.140 10.694  C159 1.090
122 H -10.799 5.596 -6.268  C131 1.090
123 H -1.594 -2.979 -0.909  N85 1.010
124 N 2.170 2.140 -5.284  H34 1.010, C98 1.440, H115 1.010
125 H 2.658 10.029 5.424  C57 1.090
126 H -8.242 2.039 -4.385  C120 1.090
127 H 0.595 4.466 -4.912  C97 1.090
128 H 2.593 -9.696 0.078  C148 1.090
129 C -1.446 -0.478 1.268  H11 1.090, H36 1.090, H39 1.090, C46 1.579
130 O -4.920 -7.011 1.229  H16 0.960, C21 1.421
131 C -11.301 5.271 -5.357  N13 1.473, C93 1.481, H95 1.090, H122 1.090
132 H 1.959 5.458 -5.015  C97 1.090
133 H 1.345 12.934 8.819  C163 1.090
134 C 7.846 -5.849 -1.967  O23 1.433, C42 1.480, H54 1.090, H60 1.090
135 H 9.262 -2.738 7.677  C78 1.090
136 C -9.597 1.962 -1.944  O22 1.404, H64 1.090, H81 1.090, H106 1.090
137 H 0.613 11.980 6.721  C45 1.090
138 H -6.517 -6.234 2.290  C21 1.090
139 H -1.949 -8.131 8.002  C147 1.090
140 O -0.942 -6.453 -8.535  C40 1.402, C84 1.442
141 H 7.175 -4.503 -4.302  C153 1.090
142 H -11.526 3.618 -4.351  N13 1.010
143 H 5.901 6.217 -6.760  C53 1.090
144 O 4.224 4.991 -6.408  C53 1.398, C77 1.428
145 O 4.195 1.244 1.444  H65 0.960, C161 1.434
146 H 0.018 8.742 3.504  C89 1.090
147 C -1.043 -8.611 7.629  O51 1.412, H82 1.090, H104 1.090, H139 1.090
148 C 1.857 -8.938 0.347  O62 1.381, H108 1.090, H111 1.090, H128 1.090
149 C -9.591 3.587 -5.248  N13 1.508, H88 1.090, C120 1.552, H156 1.090
150 H 0.797 -9.983 1.663  O62 0.960
151 C 1.974 3.053 7.493  O29 1.358, H38 1.090, H79 1.090, H80 1.090
152 H 0.276 7.921 5.093  C89 1.090
153 C 6.951 -4.045 -3.338  O23 1.437, H44 1.090, H66 1.090, H141 1.090
154 H 7.482 -5.801 1.249  N12 1.010
155 C -0.297 -2.681 1.701  H37 1.090, C46 1.515, H49 1.090, O116 1.455
156 H -9.139 4.479 -4.812  C149 1.090
157 H 9.132 -5.577 -0.362  C42 1.090
158 H 1.588 8.311 3.974  C89 1.090
159 C 5.849 -8.384 11.039  H24 1.090, H100 1.090, O118 1.442, H121 1.090
160 H -1.220 -5.257 -6.698  C84 1.090
161 C 4.798 0.761 0.236  H26 1.090, H50 1.090, O145 1.434, H162 1.090
162 H 4.079 0.570 -0.560  C161 1.090
163 C 1.964 12.038 8.872  H18 1.090, N61 1.443, C99 1.579, H133 1.090
164 H -3.436 -4.861 -7.028  C32 1.090
165 O 8.890 -4.801 7.472  C78 1.416, H101 0.960

Here are the Mulliken charges for atoms 1 to 99, given in e: 0.44, -0.41, 0.22, -0.75, 0.40, -0.75, 0.25, 0.31, -0.58, -1.36, 0.39, -0.63, -0.47, 0.29, -0.52, 0.31, 0.26, 0.27, 0.26, 0.24, -0.53, -0.33, -0.31, 0.25, 0.31, 0.24, 0.41, 0.31, -0.50, 0.29, 0.31, -0.67, 0.30, 0.24, -0.74, 0.32, 0.37, 0.23, 0.30, -0.76, 0.36, 0.61, 0.32, 0.27, -0.80, 0.38, -0.32, 0.27, 0.33, 0.25, -0.49, 0.30, -0.75, 0.40, 0.43, 0.32, -0.34, 0.34, 0.30, 0.33, -0.18, -0.51, -0.35, 0.35, 0.29, 0.29, 0.36, 0.27, 0.32, 0.26, 0.35, 0.23, -0.69, 0.33, 0.38, 0.31, -0.80, -0.52, 0.21, 0.22, 0.26, 0.20, 0.36, -0.61, -0.68, 0.24, 0.25, 0.31, -0.76, 0.41, 0.26, 0.24, -0.68, -0.32, 0.40, -0.28, -1.31, 0.48, -0.50


No. 3
The following is a quantum chemistry calculation of the ion C2H8N2 with charge +1 at a distorted geometry, from the OMol25 dataset.

Relative energy (zero: lowest compared OMol25 entry of this formula, charge and spin) in kcal/mol: 32.9
HOMO energy (spin up / spin down) in eV: -16.7 / -15.5
Total charge: +1
<S²>: 0.757
Gap between HOMO and LUMO (spin up / spin down) in eV: 13.32 / 6.78
Multiplicity: 2

Bonds (Å) are listed after each position.
Geometry (Å):
1 C 0.273 -0.811 -0.238  H2 1.093, H9 1.087, N10 1.468, N12 1.458
2 H 0.344 -0.505 -1.285  C1 1.093
3 C 0.304 1.587 -0.088  H5 1.093, H6 1.086, H11 1.091, N12 1.466
4 H -0.735 -2.228 0.792  N10 1.023
5 H -0.261 1.780 -1.004  C3 1.093
6 H 1.355 1.559 -0.358  C3 1.086
7 H -1.730 -1.350 -0.231  N10 1.020
8 H 0.152 0.155 1.465  N12 1.021
9 H 1.246 -1.205 0.039  C1 1.087
10 N -0.816 -1.790 -0.129  C1 1.468, H4 1.023, H7 1.020
11 H 0.054 2.460 0.516  C3 1.091
12 N -0.186 0.347 0.521  C1 1.458, C3 1.466, H8 1.021

natural (NBO) charges in e: -0.12, 0.23, -0.46, 0.39, 0.25, 0.25, 0.40, 0.41, 0.24, -0.52, 0.25, -0.32


No. 4
The following is a quantum chemistry calculation of the ion C9H16NO2S2 with charge +1 at a distorted geometry, from the OMol25 dataset.

Relative energy (zero: lowest compared OMol25 entry of this formula, charge and spin) in kcal/mol: 101.1
HOMO energy in eV: -13.2
Total charge: +1
Gap between HOMO and LUMO in eV: 8.10

Bonds (Å) are listed after each position.
Geometry (Å):
1 H -1.168 -4.039 -0.306  C27 1.170
2 C -3.694 -0.455 -3.004  C14 1.490, H18 1.171, H29 1.194
3 H 0.445 0.505 3.154  C6 1.186
4 H 0.797 -0.720 0.494  C28 1.176
5 C 0.600 1.660 -0.044  C11 1.640, H15 1.189, S21 1.895, C28 1.646
6 C 1.303 1.076 2.568  H3 1.186, H9 1.182, C11 1.649, C20 1.671
7 H -0.933 -2.353 0.606  C27 1.189
8 H 1.276 3.159 1.635  C11 1.194
9 H 1.989 0.265 2.049  C6 1.182
10 H 1.940 2.899 3.962  C20 1.179
11 C 0.637 2.158 1.518  C5 1.640, C6 1.649, H8 1.194, H26 1.192
12 C -1.217 0.372 -2.005  C14 1.643, S21 1.911, N24 1.373
13 H 1.671 -0.042 -0.956  C28 1.194
14 C -2.287 -0.001 -3.194  C2 1.490, C12 1.643, H30 1.189
15 H 1.405 2.344 -0.591  C5 1.189
16 O -0.818 -2.850 -2.885  S17 1.547
17 S -0.007 -2.208 -1.734  O16 1.547, O19 1.550, N24 1.746, C27 1.910
18 H -4.511 0.064 -2.345  C2 1.171
19 O 1.504 -2.466 -1.972  S17 1.550
20 C 2.279 1.797 3.716  C6 1.671, H10 1.179, H23 1.193, H25 1.194
21 S -0.934 2.029 -1.094  C5 1.895, C12 1.911
22 H 0.571 -3.484 0.393  C27 1.181
23 H 2.255 1.086 4.673  C20 1.193
24 N -0.320 -0.512 -1.459  C12 1.373, S17 1.746, C28 1.543
25 H 3.408 1.738 3.332  C20 1.194
26 H -0.448 2.432 1.930  C11 1.192
27 C -0.434 -3.146 -0.126  H1 1.170, H7 1.189, S17 1.910, H22 1.181
28 C 0.630 0.049 -0.380  H4 1.176, C5 1.646, H13 1.194, N24 1.543
29 H -4.057 -1.409 -3.623  C2 1.194
30 H -1.884 0.051 -4.311  C14 1.189

natural (NBO) charges in e: 0.31, -0.28, 0.22, 0.28, -0.32, -0.42, 0.25, 0.25, 0.20, 0.23, -0.44, 0.31, 0.28, -0.32, 0.27, -0.82, 2.05, 0.25, -0.83, -0.63, 0.36, 0.29, 0.24, -0.62, 0.23, 0.24, -0.82, -0.30, 0.26, 0.30


No. 5
The following is a quantum chemistry calculation of a cluster of 2 separate species, C10H16O in total at a distorted geometry, from the OMol25 dataset.

Relative energy (zero: lowest compared OMol25 entry of this formula, charge and spin) in kcal/mol: 36.2
HOMO energy in eV: -8.5
Total charge: 0
SMILES string: CCc1ccc(O)cc1.CC
Gap between HOMO and LUMO in eV: 9.36

Bonds (Å) are listed after each position.
Geometry (Å):
1 H -1.751 -1.685 -3.693  C14 1.091
2 H -1.218 2.766 1.956  C4 1.082
3 H -2.134 0.698 -3.168  C11 1.091
4 C -0.729 1.801 1.954  H2 1.082, C5 1.400, C6 1.385
5 C 0.365 1.481 1.141  C4 1.400, H16 1.083, C19 1.381
6 C -1.179 0.888 2.893  C4 1.385, C10 1.391, O22 1.385
7 H -1.156 -1.189 3.435  C10 1.084
8 H -2.408 0.797 4.384  O22 0.969
9 H 0.006 -1.394 -3.176  C14 1.083
10 C -0.606 -0.378 2.971  C6 1.391, H7 1.084, C23 1.389
11 C -1.216 0.332 -3.630  H3 1.091, H13 1.086, C14 1.559, H26 1.088
12 H 2.173 -1.995 -0.254  C24 1.083
13 H -1.321 0.347 -4.711  C11 1.086
14 C -1.038 -1.119 -3.092  H1 1.091, H9 1.083, C11 1.559, H15 1.084
15 H -1.456 -1.246 -2.099  C14 1.084
16 H 0.585 2.267 0.429  C5 1.083
17 H 2.730 0.865 0.188  C27 1.066
18 H 0.989 -0.821 -1.032  C24 1.088
19 C 1.075 0.324 1.394  C5 1.381, C23 1.399, C27 1.525
20 H 0.753 -1.721 2.035  C23 1.082
21 H 2.639 -0.863 -1.457  C24 1.089
22 O -2.404 1.153 3.483  C6 1.385, H8 0.969
23 C 0.483 -0.681 2.166  C10 1.389, C19 1.399, H20 1.082
24 C 1.975 -0.990 -0.603  H12 1.083, H18 1.088, H21 1.089, C27 1.542
25 H 2.930 -0.578 1.258  C27 1.082
26 H -0.389 0.976 -3.334  C11 1.088
27 C 2.303 -0.036 0.564  H17 1.066, C19 1.525, C24 1.542, H25 1.082

natural (NBO) charges in e: 0.20, 0.22, 0.20, -0.26, -0.20, 0.28, 0.21, 0.48, 0.21, -0.28, -0.60, 0.21, 0.20, -0.61, 0.21, 0.22, 0.21, 0.21, -0.02, 0.21, 0.21, -0.69, -0.20, -0.61, 0.21, 0.20, -0.42


- What is the formula in the third record?
  C2H8N2


- Look up the total charge of the third one.
  +1


- Which value of relative energy (zero: lowest compared OMol25 entry of this formula, charge and spin) does entry 4 give?
  101.1 kcal/mol